No. 1
Computed, not measured: a structure of composition C9H14Cl14F18NO8P3S2V2 at a distorted geometry, with ωB97M-V/def2-TZVPD.

## Properties
Electronic energy in eV: -352578.5074
HOMO level (alpha / beta) in eV: -7.7 / -8.2
Net charge: -1
LUMO (alpha / beta) in eV: -0.67 / -0.63
2S+1: 8
Orbital gap (alpha / beta) in Ha: 0.2566 / 0.2764

Cartesian coordinates (Å):
V 0.54 -2.12 2.75
V -2.00 -3.38 0.56
P -1.08 -4.04 2.78
O -1.47 -2.62 2.40
O -0.26 -3.75 1.53
O -2.58 -4.13 2.45
O -0.70 -3.25 3.97
P -4.62 -1.70 0.68
F -4.28 -3.21 0.34
F -4.14 -2.06 2.18
F -3.12 -1.21 0.32
F -5.04 -0.24 1.25
F -5.08 -1.29 -0.82
F -6.16 -2.01 1.10
P -1.68 0.09 4.71
F -3.11 0.55 5.30
F -2.01 -1.35 5.38
F -2.52 -0.45 3.50
F -0.33 -0.54 3.98
F -1.45 1.52 3.90
F -0.84 0.59 6.05
C 2.10 -2.41 -1.07
F 3.20 -1.93 -0.46
F 2.21 -2.33 -2.37
F 1.94 -3.71 -0.63
S 0.56 -1.27 -0.61
O 0.43 -0.18 -1.57
O -0.61 -2.16 -0.64
N 0.84 -0.87 1.11
S 1.34 0.61 1.04
O 1.80 1.04 2.37
O 2.30 0.87 0.00
C -0.25 1.65 0.67
F -0.46 2.53 1.62
F -0.22 2.35 -0.46
F -1.34 0.87 0.63
C 1.62 3.82 -2.41
Cl 2.97 4.44 -3.39
Cl 1.03 5.04 -1.24
H 0.83 3.53 -3.10
H 1.89 2.88 -1.94
C -3.65 3.28 2.25
Cl -4.71 4.54 2.62
Cl -3.71 2.92 0.55
H -2.64 3.58 2.53
H -3.89 2.35 2.76
C 4.52 3.57 2.01
Cl 3.86 4.54 3.45
Cl 4.29 4.49 0.48
H 5.58 3.41 2.19
H 3.91 2.67 1.92
C 1.70 -4.97 -4.11
Cl 0.11 -5.31 -3.42
Cl 2.17 -6.38 -5.07
H 1.66 -4.13 -4.81
H 2.43 -4.85 -3.32
C 0.48 -0.68 -5.05
Cl 1.81 -1.14 -6.17
Cl -0.32 -2.03 -4.36
H 0.95 -0.16 -4.22
H -0.21 -0.03 -5.61
C -3.00 1.48 -2.48
Cl -3.51 -0.07 -3.09
Cl -1.69 2.10 -3.51
H -3.86 2.15 -2.51
H -2.67 1.31 -1.45
C 5.94 1.52 -0.75
Cl 7.10 2.13 0.47
Cl 6.07 -0.19 -1.12
H 4.92 1.57 -0.38
H 6.10 2.14 -1.64

Mulliken atomic charge list, values in e, 2 entries: atom 1 (V): 0.68, atom 2 (V): 0.80

=====

No. 2
Computed, not measured: a structure of composition C9H14CoN2OS5, with ωB97M-V/def2-TZVPD.

## Properties
Electronic energy in eV: -106392.3223
HOMO level (alpha / beta) in eV: -6.5 / -6.7
LUMO (alpha / beta) in eV: 0.02 / 0.02
2S+1: 2
Orbital gap (alpha / beta) in Ha: 0.2407 / 0.2464

Cartesian coordinates (Å):
Co 0.25 -0.16 -0.33
C -1.15 1.96 1.23
C -0.89 0.88 2.27
N 0.15 -0.04 1.78
C 0.04 -1.41 2.28
C -1.21 -2.11 1.74
S -1.53 -1.75 -0.01
C -2.87 -0.49 0.04
C -2.48 0.85 -0.57
N -1.19 1.39 -0.11
H -0.32 2.67 1.25
H -2.06 2.51 1.47
H -1.80 0.31 2.45
H -0.60 1.34 3.22
H 1.07 0.33 1.97
H 0.01 -1.46 3.38
H 0.93 -1.94 1.94
H -2.12 -1.87 2.30
H -1.07 -3.19 1.81
H -3.22 -0.42 1.07
H -3.69 -0.90 -0.55
H -3.30 1.55 -0.38
H -2.39 0.73 -1.65
H -0.89 2.07 -0.79
O 5.15 0.26 -4.97
C 4.28 0.18 -4.15
S 4.56 0.22 -2.40
C 2.88 0.12 -1.92
C 1.97 0.04 -2.88
S 0.25 -0.06 -2.59
S 2.55 0.04 -4.54
S 2.47 0.17 -0.22

natural (NBO) atomic charge list, values in e, 2 entries: atom 1 (Co): 0.78, atom 2 (C): -0.23

=====

No. 3
Computed, not measured: a structure of composition C9H14KN2OS2 at a distorted geometry, with ωB97M-V/def2-TZVPD.

## Properties
Electronic energy in eV: -52578.9794
HOMO level in eV: -11.7
Net charge: +1
LUMO in eV: -2.77
Energy above the lowest of the compared OMol25 structures with the same formula, charge and spin in kJ/mol: 0.0
Orbital gap in Ha: 0.3275

Cartesian coordinates (Å):
K 2.73 -2.47 -1.03
N 1.39 0.29 3.05
C 0.82 -0.91 3.00
N -0.28 -1.02 3.79
S 1.47 -2.14 2.10
H 1.09 1.01 3.64
H 2.28 0.44 2.60
H -0.32 -0.49 4.63
H -0.70 -1.96 3.86
C -2.14 0.85 1.45
C -1.24 0.56 0.28
C -0.33 1.61 -0.07
C 0.60 1.35 -1.07
C 0.50 0.14 -1.73
C -0.37 -0.91 -1.41
C -1.25 -0.69 -0.37
S 1.52 -0.11 -3.12
C 0.45 0.34 -4.46
O 1.68 -1.61 -3.10
H -2.69 -0.01 1.78
H -2.84 1.61 1.17
H -1.62 1.23 2.35
H -0.38 2.59 0.35
H 1.29 2.12 -1.35
H -0.40 -1.85 -1.96
H -2.03 -1.37 -0.09
H -0.53 -0.15 -4.40
H 1.00 0.14 -5.41
H 0.32 1.38 -4.48

natural (NBO) atomic charge list, values in e, 2 entries: atom 1 (K): 0.98, atom 2 (N): -0.77

=====

No. 4
Computed, not measured: a structure of composition C9H14MnN2S, with ωB97M-V/def2-TZVPD.

## Properties
Electronic energy in eV: -54680.9089
HOMO level (alpha / beta) in eV: -16.6 / -17.0
Net charge: +2
LUMO (alpha / beta) in eV: -7.06 / -8.45
2S+1: 6
Energy above the lowest of the compared OMol25 structures with the same formula, charge and spin in kJ/mol: 0.0
Orbital gap (alpha / beta) in Ha: 0.3517 / 0.3125

Cartesian coordinates (Å):
Mn 1.36 0.42 -0.63
C 2.79 0.28 -2.58
C 2.28 1.59 -2.55
C 0.89 1.80 -2.60
C 0.02 0.71 -2.68
C 0.53 -0.59 -2.71
C 1.91 -0.81 -2.66
H 3.86 0.12 -2.57
H 2.96 2.43 -2.52
H 0.50 2.81 -2.61
H -1.05 0.88 -2.75
H -0.14 -1.43 -2.81
H 2.31 -1.81 -2.72
C -2.82 0.96 2.52
N -1.45 1.01 2.02
C -0.63 -0.03 1.97
S 1.09 0.26 1.65
N -1.08 -1.23 2.28
C -0.32 -2.50 2.37
H -3.23 1.96 2.47
H -2.84 0.64 3.57
H -3.44 0.30 1.91
H -1.01 1.91 1.89
H -2.04 -1.28 2.57
H 0.73 -2.29 2.23
H -0.68 -3.19 1.61
H -0.48 -2.93 3.35

Mulliken atomic charge list, values in e, 2 entries: atom 1 (Mn): 0.55, atom 2 (C): -0.35

=====

Copy entry 3 word for word.
Computed, not measured: a structure of composition C9H14KN2OS2 at a distorted geometry, with ωB97M-V/def2-TZVPD.

## Properties
Electronic energy in eV: -52578.9794
HOMO level in eV: -11.7
Net charge: +1
LUMO in eV: -2.77
Energy above the lowest of the compared OMol25 structures with the same formula, charge and spin in kJ/mol: 0.0
Orbital gap in Ha: 0.3275

Cartesian coordinates (Å):
K 2.73 -2.47 -1.03
N 1.39 0.29 3.05
C 0.82 -0.91 3.00
N -0.28 -1.02 3.79
S 1.47 -2.14 2.10
H 1.09 1.01 3.64
H 2.28 0.44 2.60
H -0.32 -0.49 4.63
H -0.70 -1.96 3.86
C -2.14 0.85 1.45
C -1.24 0.56 0.28
C -0.33 1.61 -0.07
C 0.60 1.35 -1.07
C 0.50 0.14 -1.73
C -0.37 -0.91 -1.41
C -1.25 -0.69 -0.37
S 1.52 -0.11 -3.12
C 0.45 0.34 -4.46
O 1.68 -1.61 -3.10
H -2.69 -0.01 1.78
H -2.84 1.61 1.17
H -1.62 1.23 2.35
H -0.38 2.59 0.35
H 1.29 2.12 -1.35
H -0.40 -1.85 -1.96
H -2.03 -1.37 -0.09
H -0.53 -0.15 -4.40
H 1.00 0.14 -5.41
H 0.32 1.38 -4.48

natural (NBO) atomic charge list, values in e, 2 entries: atom 1 (K): 0.98, atom 2 (N): -0.77

=====

What did the second record say?
Computed, not measured: a structure of composition C9H14CoN2OS5, with ωB97M-V/def2-TZVPD.

## Properties
Electronic energy in eV: -106392.3223
HOMO level (alpha / beta) in eV: -6.5 / -6.7
LUMO (alpha / beta) in eV: 0.02 / 0.02
2S+1: 2
Orbital gap (alpha / beta) in Ha: 0.2407 / 0.2464

Cartesian coordinates (Å):
Co 0.25 -0.16 -0.33
C -1.15 1.96 1.23
C -0.89 0.88 2.27
N 0.15 -0.04 1.78
C 0.04 -1.41 2.28
C -1.21 -2.11 1.74
S -1.53 -1.75 -0.01
C -2.87 -0.49 0.04
C -2.48 0.85 -0.57
N -1.19 1.39 -0.11
H -0.32 2.67 1.25
H -2.06 2.51 1.47
H -1.80 0.31 2.45
H -0.60 1.34 3.22
H 1.07 0.33 1.97
H 0.01 -1.46 3.38
H 0.93 -1.94 1.94
H -2.12 -1.87 2.30
H -1.07 -3.19 1.81
H -3.22 -0.42 1.07
H -3.69 -0.90 -0.55
H -3.30 1.55 -0.38
H -2.39 0.73 -1.65
H -0.89 2.07 -0.79
O 5.15 0.26 -4.97
C 4.28 0.18 -4.15
S 4.56 0.22 -2.40
C 2.88 0.12 -1.92
C 1.97 0.04 -2.88
S 0.25 -0.06 -2.59
S 2.55 0.04 -4.54
S 2.47 0.17 -0.22

natural (NBO) atomic charge list, values in e, 2 entries: atom 1 (Co): 0.78, atom 2 (C): -0.23

=====

Question: Among the records above, which one has the lowest electronic energy?
Answer: C9H14Cl14F18NO8P3S2V2

=====

Question: Which value of electronic energy does entry 2 give?
Answer: -106392.3223 eV